Here is a molecular structure, C15H28N5O3P2RhS2Se2Te2 at a distorted geometry from the Open Molecules 2025 dataset. Energies are from ωB97M-V with the def2-TZVPD basis set.

- frontier orbital gap (alpha / beta) (hartree) = 0.2267 / 0.1763
- expectation value of S² = 6.022
- multiplicity = 5
- highest occupied orbital energy (alpha / beta) (eV) = -6.628 / -6.932

```
60
Properties=species:S:1:pos:R:3:lowdin_spin:R:1
Rh -1.630 -0.244 -0.842 2.20
S -1.005 -2.427 -2.247 0.13
C -2.566 -2.698 -1.673 0.02
N -3.087 -1.958 -0.723 0.07
C -4.382 -2.275 -0.444 0.01
C -5.188 -1.681 0.523 0.00
C -6.492 -2.108 0.653 0.00
C -7.005 -3.114 -0.164 0.00
C -6.208 -3.746 -1.102 0.00
C -4.899 -3.323 -1.234 0.01
S -3.667 -3.914 -2.321 0.01
H -4.779 -0.896 1.145 0.00
H -7.128 -1.656 1.400 0.00
H -8.041 -3.399 -0.066 0.00
H -6.584 -4.547 -1.720 0.00
Se -2.375 0.608 -2.996 0.35
Te -1.919 3.011 -2.860 0.30
Te -2.466 3.560 -0.199 0.39
Se -2.918 1.334 0.712 0.36
C -0.589 -0.066 3.035 0.01
N 0.771 0.213 2.621 0.00
C 1.210 1.552 2.959 0.00
P 1.273 -0.571 1.245 0.01
O 0.227 -1.171 0.413 0.04
O 2.172 0.546 0.427 0.00
P 1.544 1.484 -0.736 0.01
O 0.075 1.541 -0.736 0.05
N 2.189 2.948 -0.257 0.00
C 3.594 3.117 0.040 0.00
C 1.570 4.149 -0.777 0.00
N 2.171 0.841 -2.129 0.00
C 3.590 0.734 -2.380 0.00
C 1.312 0.447 -3.225 0.00
N 2.418 -1.673 1.728 0.00
C 3.452 -1.231 2.637 0.00
C 2.878 -2.622 0.733 0.00
H -0.645 -0.011 4.122 0.00
H -0.862 -1.064 2.700 0.00
H -1.300 0.653 2.612 0.01
H 1.111 1.674 4.040 0.00
H 0.608 2.324 2.462 0.00
H 2.254 1.686 2.678 0.00
H 3.990 2.211 0.489 0.00
H 3.689 3.937 0.755 0.00
H 4.177 3.365 -0.852 0.00
H 0.510 3.958 -0.936 0.01
H 2.031 4.477 -1.717 0.00
H 1.674 4.946 -0.038 0.00
H 4.149 0.809 -1.448 0.00
H 3.931 1.513 -3.073 0.00
H 3.804 -0.242 -2.827 0.00
H 0.326 0.197 -2.832 0.00
H 1.713 -0.450 -3.697 0.00
H 1.219 1.243 -3.972 0.00
H 3.008 -0.579 3.384 0.00
H 4.257 -0.695 2.122 0.00
H 3.876 -2.104 3.137 0.00
H 2.038 -2.882 0.093 0.00
H 3.240 -3.520 1.240 0.00
H 3.686 -2.210 0.116 0.00
```

---

Here is a molecular structure, C15H28NO2Tl at a distorted geometry from the Open Molecules 2025 dataset. Energies are from ωB97M-V with the def2-TZVPD basis set.

- frontier orbital gap (alpha / beta) (hartree) = 0.1845 / 0.2115
- highest occupied orbital energy (alpha / beta) (eV) = -12.988 / -12.931
- charge = +2

```
47
Properties=species:S:1:pos:R:3:nbo_charge:R:1
C 2.036 -2.100 1.803 -0.49
H 2.274 -2.135 2.871 0.22
H 1.437 -2.942 1.450 0.22
H -0.925 1.928 1.748 0.50
C 3.171 -1.681 0.898 -0.48
H 3.072 -2.202 -0.066 0.24
H 3.108 -0.601 0.659 0.21
C 4.563 -1.959 1.492 -0.60
H 5.343 -1.587 0.821 0.24
H 4.687 -1.472 2.467 0.21
H 4.721 -3.035 1.625 0.23
C -1.609 0.076 -1.282 0.08
C -0.570 -0.721 -1.821 0.01
C -0.462 -1.894 -1.034 -0.12
C -1.394 -1.791 0.035 0.10
C -2.106 -0.568 -0.122 -0.13
C -3.179 -0.054 0.755 -0.65
C -1.574 -2.783 1.119 -0.68
C 0.451 -3.029 -1.271 -0.64
C 0.267 -0.360 -2.981 -0.66
C -2.089 1.355 -1.838 -0.65
Tl 0.513 -0.186 1.809 0.95
H -2.530 -2.630 1.636 0.24
H -1.570 -3.804 0.710 0.26
H -0.773 -2.737 1.877 0.21
H -3.574 -0.845 1.405 0.24
H -2.842 0.772 1.407 0.17
H -4.014 0.334 0.152 0.24
H -1.503 2.208 -1.457 0.17
H -1.998 1.358 -2.932 0.25
H -3.142 1.526 -1.580 0.24
H 0.744 -1.248 -3.411 0.24
H -0.337 0.120 -3.763 0.23
H 1.064 0.346 -2.698 0.23
H 1.359 -2.961 -0.655 0.20
H -0.041 -3.984 -1.038 0.23
H 0.762 -3.057 -2.322 0.24
N -0.733 5.189 0.709 -0.67
C -0.067 4.231 -0.272 -0.34
C -0.005 2.916 0.376 0.78
O -0.892 2.868 1.423 -0.70
O 0.791 2.004 0.141 -0.55
H -1.714 4.935 0.903 0.47
H -0.742 6.146 0.342 0.46
H -0.235 5.230 1.610 0.46
H -0.669 4.209 -1.187 0.29
H 0.925 4.615 -0.510 0.29
```

---

Here is 2 unconnected molecules or ions with the total composition C15H29BF3O4 from the Open Molecules 2025 dataset. Energies are from ωB97M-V with the def2-TZVPD basis set.

- frontier orbital gap (hartree) = 0.2986
- highest occupied orbital energy (eV) = -5.578
- charge = -1

```
52
Properties=species:S:1:pos:R:3:nbo_charge:R:1
C -0.003 1.482 8.025 -0.24
O 0.404 1.138 6.728 -0.54
C -0.620 0.484 6.000 -0.05
C -0.172 0.283 4.558 -0.43
C -1.338 0.230 3.552 -0.40
C -1.488 -1.090 2.787 -0.38
C -0.243 -1.549 2.028 -0.40
C 0.288 -0.512 1.044 -0.39
C 1.320 -1.079 0.073 -0.39
C 1.964 -0.008 -0.827 -0.39
C 1.831 -0.264 -2.333 -0.62
B 1.977 1.049 -3.295 -0.24
C 3.537 1.467 -3.566 0.84
F 3.838 2.793 -3.335 -0.38
F 4.462 0.787 -2.795 -0.39
F 3.987 1.257 -4.857 -0.39
H -0.891 2.127 8.005 0.16
H 0.817 2.021 8.495 0.19
H -0.237 0.595 8.628 0.16
H -1.540 1.084 6.040 0.15
H -0.839 -0.479 6.483 0.16
H 0.418 -0.631 4.493 0.21
H 0.511 1.101 4.321 0.22
H -1.236 1.042 2.831 0.21
H -2.274 0.418 4.087 0.19
H -1.822 -1.877 3.474 0.19
H -2.290 -0.963 2.053 0.20
H 0.555 -1.825 2.724 0.18
H -0.496 -2.460 1.475 0.21
H 0.735 0.328 1.589 0.19
H -0.547 -0.095 0.468 0.20
H 0.822 -1.825 -0.553 0.21
H 2.076 -1.620 0.657 0.18
H 3.022 0.104 -0.571 0.20
H 1.504 0.961 -0.604 0.19
H 0.850 -0.716 -2.506 0.18
H 2.552 -1.043 -2.619 0.19
H 1.430 2.023 -2.788 -0.05
H 1.463 0.848 -4.398 -0.07
C -2.930 0.784 -5.574 -0.62
C -1.749 0.062 -4.983 0.05
C -1.241 -1.135 -5.764 -0.09
O -0.734 -1.984 -4.735 -0.49
C -1.323 -1.644 -3.564 0.98
O -1.147 -2.208 -2.535 -0.58
O -2.117 -0.562 -3.736 -0.50
H -3.284 1.554 -4.891 0.23
H -2.637 1.264 -6.509 0.22
H -3.748 0.090 -5.773 0.20
H -0.923 0.747 -4.768 0.23
H -0.437 -0.902 -6.457 0.21
H -2.055 -1.651 -6.284 0.16
```

---

Here is a molecular structure, C15H29Br3Cl4O3 at a distorted geometry from the Open Molecules 2025 dataset. Energies are from ωB97M-V with the def2-TZVPD basis set.

- frontier orbital gap (hartree) = 0.3610
- highest occupied orbital energy (eV) = -9.582

```
54
Properties=species:S:1:pos:R:3:nbo_charge:R:1
C 5.712 13.238 12.143 -0.40
Cl 5.613 12.289 10.655 -0.02
Cl 7.305 13.954 12.323 -0.03
H 5.084 14.103 11.998 0.22
H 5.431 12.668 13.015 0.23
C 9.969 11.624 11.628 -0.37
Cl 11.071 12.933 11.139 -0.05
Cl 10.475 10.042 10.946 -0.06
H 9.962 11.627 12.703 0.25
H 9.046 11.888 11.145 0.22
C 13.111 7.374 9.700 -0.53
Br 14.946 7.833 9.854 0.10
Br 12.399 6.605 11.276 0.11
Br 12.697 6.351 8.150 0.09
H 12.617 8.312 9.534 0.23
C 9.518 13.757 16.619 -0.44
C 9.153 14.763 15.504 -0.43
C 10.248 14.577 14.482 -0.08
O 10.513 13.125 14.524 -0.56
C 10.518 12.818 15.984 -0.09
H 8.626 13.243 16.966 0.21
H 9.880 14.295 17.486 0.21
H 9.125 15.751 15.983 0.22
H 8.174 14.539 15.079 0.21
H 11.174 15.092 14.783 0.17
H 9.989 14.747 13.433 0.20
H 11.558 12.923 16.299 0.18
H 10.342 11.751 15.966 0.20
C 7.254 13.815 7.846 -0.44
C 8.728 13.889 8.158 -0.43
C 9.112 15.215 7.469 -0.07
O 8.349 15.176 6.264 -0.52
C 7.045 14.705 6.648 -0.07
H 6.601 14.264 8.574 0.20
H 6.926 12.796 7.686 0.21
H 9.366 13.119 7.724 0.21
H 8.797 13.898 9.245 0.22
H 10.167 15.318 7.236 0.19
H 8.812 16.041 8.136 0.15
H 6.578 14.211 5.790 0.19
H 6.408 15.541 6.981 0.16
C 11.886 16.408 11.380 -0.46
C 10.781 16.883 10.540 -0.43
C 10.966 18.417 10.389 -0.07
O 12.058 18.712 11.297 -0.54
C 12.175 17.574 12.202 -0.07
H 12.720 16.143 10.748 0.21
H 11.576 15.506 11.904 0.23
H 9.784 16.729 10.918 0.20
H 10.801 16.456 9.544 0.21
H 10.093 19.010 10.675 0.17
H 11.234 18.625 9.351 0.18
H 11.463 17.790 13.022 0.16
H 13.184 17.671 12.554 0.20
```

---

Here is 2 unconnected molecules or ions with the total composition C15H29ClN6OPS at a distorted geometry from the Open Molecules 2025 dataset. Energies are from ωB97M-V with the def2-TZVPD basis set.

- frontier orbital gap (hartree) = 0.2350
- highest occupied orbital energy (eV) = -10.086
- charge = +1

```
54
Properties=species:S:1:pos:R:3:nbo_charge:R:1
C 3.534 -2.861 1.117 -0.31
C 2.962 -3.238 2.250 -0.07
N 1.570 -3.614 2.250 -0.33
C 0.420 -2.799 2.285 -0.06
C -0.649 -3.604 2.226 0.15
C -2.137 -3.333 2.187 -0.23
Cl -2.915 -3.371 3.799 0.00
C -2.402 -2.013 1.395 -0.39
C -2.074 -2.284 -0.084 -0.63
N -0.183 -4.923 2.158 -0.49
C 1.145 -4.855 2.171 0.61
N 1.924 -6.038 2.082 -0.50
C 1.563 -6.694 1.094 0.20
S 1.141 -7.378 -0.221 0.28
H 2.975 -2.605 0.214 0.22
H 4.625 -2.852 1.072 0.24
H 3.589 -3.285 3.141 0.25
H 0.414 -1.716 2.325 0.27
H -2.579 -4.146 1.585 0.22
H -3.466 -1.778 1.529 0.24
H -1.745 -1.239 1.812 0.21
H -2.753 -3.015 -0.550 0.21
H -2.144 -1.344 -0.656 0.26
H -1.054 -2.669 -0.252 0.19
H -0.801 -5.719 2.083 0.46
O -1.518 1.344 -0.560 -0.95
P -0.402 2.391 -0.641 2.18
N -1.456 3.745 -0.681 -0.77
C -1.326 4.935 -1.494 -0.41
C -1.988 4.102 0.631 -0.42
N 0.067 1.852 -2.241 -0.81
C -0.775 2.170 -3.390 -0.41
C 0.392 0.430 -2.271 -0.40
N 1.055 3.453 -0.650 -0.68
C 1.828 3.766 -1.842 -0.40
C 1.989 3.065 0.424 -0.42
H -0.551 5.622 -1.126 0.18
H -2.272 5.481 -1.502 0.21
H -1.119 4.708 -2.537 0.20
H -1.254 4.670 1.221 0.17
H -2.256 3.208 1.198 0.21
H -2.898 4.698 0.537 0.21
H -1.839 1.993 -3.197 0.20
H -0.483 1.574 -4.257 0.20
H -0.636 3.204 -3.703 0.19
H -0.505 -0.200 -2.306 0.18
H 0.966 0.144 -1.382 0.18
H 1.012 0.201 -3.142 0.19
H 2.370 2.905 -2.242 0.19
H 2.562 4.538 -1.590 0.21
H 1.208 4.187 -2.630 0.21
H 2.485 2.111 0.204 0.17
H 1.448 2.955 1.371 0.20
H 2.752 3.829 0.579 0.21
```